No. 1
The following is a DFT calculation (the ωB97M-V functional and the def2-TZVPD basis) of a cluster of 2 separate species, C6H14Cl in total.

Calculated values
**E_HOMO (spin up / spin down)**: -10.9 / -10.9 eV
**E_LUMO (spin up / spin down)**: 0.889 / -3.943 eV
**Spin multiplicity**: 2
**Energy relative to the best compared isomer or geometry (same formula, charge and spin)**: 0.0 kcal/mol
**Net charge**: 0
**⟨S²⟩**: 0.753

The geometry in XYZ format:
```
21
Properties=species:S:1:pos:R:3:forces:R:3
Cl 2.98612 2.82721 1.14482 -0.03 -0.04 -0.01
H -2.54801 1.63439 0.46282 -0.25 -0.26 -0.55
C -2.03679 0.83791 -0.09748 0.02 -0.02 0.14
C -0.68471 0.67154 0.57231 0.12 0.07 0.11
C 0.26199 -0.34899 -0.04690 -0.37 0.36 0.17
C -0.36779 -1.74191 0.02858 0.16 0.34 -0.17
C 1.52652 -0.30638 0.78737 0.07 -0.09 -0.08
C 0.56000 0.04099 -1.49085 -0.10 -0.21 0.25
H -2.61128 -0.09445 -0.04571 -0.08 0.28 0.14
H -1.93808 1.07833 -1.16630 -0.13 0.26 0.43
H -0.15583 1.63112 0.59547 -0.12 0.07 -0.02
H -0.82222 0.37874 1.61819 -0.15 0.10 0.05
H -1.28706 -1.74662 -0.57299 0.27 -0.28 0.13
H 0.35468 -2.46304 -0.37405 -0.35 -0.14 0.17
H -0.62276 -1.96886 1.07394 0.10 -0.18 -0.31
H 1.95717 0.70490 0.78300 0.04 0.00 -0.09
H 1.29379 -0.54194 1.82849 0.21 -0.17 -0.04
H 2.26429 -0.98971 0.37166 0.22 -0.10 0.23
H 0.96756 1.06150 -1.50638 0.05 -0.28 -0.22
H 1.27488 -0.68592 -1.89537 -0.08 0.33 -0.25
H -0.37245 0.02118 -2.07064 0.41 -0.05 -0.09
```
Forces are in eV/Å.

Charge distribution, Löwdin scheme, values in e: 0.08, 0.08, -0.10, -0.25, -0.66, -0.05, -0.07, -0.05, 0.07, 0.07, 0.11, 0.12, 0.08, 0.09, 0.09, -0.03, 0.09, 0.09, 0.09, 0.09, 0.08

---

No. 2
The following is a DFT calculation (the ωB97M-V functional and the def2-TZVPD basis) of a structure of composition C22H30N3O in a non-equilibrium geometry.

Calculated values
**E_HOMO**: -9.6 eV
**E_LUMO**: -3.210 eV
**Energy relative to the best compared isomer or geometry (same formula, charge and spin)**: 117.4 kcal/mol
**Net charge**: +1

The geometry in XYZ format:
```
56
Properties=species:S:1:pos:R:3:forces:R:3
C -2.89654 -1.28233 3.04377 0.07 -0.08 0.49
C -3.69559 -0.19256 2.31944 -0.29 -0.04 -0.35
C -2.70470 0.88761 1.87108 -0.40 0.19 0.03
N -1.37073 0.29451 2.10616 1.58 0.04 -0.06
C -0.24425 0.85954 1.80064 -1.23 -7.63 1.60
C 1.00183 0.18598 1.94460 1.91 -1.50 0.89
C 1.27486 -1.08010 1.33952 -0.35 0.86 0.39
C 2.45898 -1.74652 1.61163 0.25 0.08 -0.08
C 3.44247 -1.15788 2.41745 -0.23 0.23 0.05
C 3.21744 0.10831 2.96736 0.18 -0.33 0.02
C 2.01204 0.75882 2.76116 -0.83 -0.12 -0.62
C -1.42269 -1.04433 2.72411 -0.59 -0.88 0.20
H -3.03959 -1.21830 4.12540 -0.11 -0.02 -0.14
H -3.19271 -2.28504 2.72991 -0.07 0.17 0.10
H -4.19067 -0.60991 1.43875 -0.01 0.06 0.16
H -4.46399 0.23645 2.96292 0.01 -0.09 -0.11
H -2.84378 1.14538 0.80976 0.26 -0.11 0.37
H -2.82726 1.80892 2.46182 0.24 -0.33 -0.14
H -0.25221 1.88240 1.38889 -0.01 -0.69 -0.15
H 0.53622 -1.50904 0.65964 0.27 0.03 0.20
H 2.62582 -2.73748 1.18415 -0.01 0.36 0.07
H 4.37754 -1.68166 2.61875 -0.28 0.15 -0.11
H 3.98662 0.59601 3.56868 -0.22 -0.23 -0.12
H 1.80652 1.71898 3.23524 0.22 -0.35 -0.11
H -0.79369 -1.09403 3.62386 -0.05 0.25 -0.39
H -1.06026 -1.81547 2.03172 -0.07 0.49 0.15
C 2.00464 4.50864 -2.57660 0.22 0.10 0.03
C 0.84071 3.57014 -2.36890 -0.49 -0.18 0.36
N 0.10483 3.78178 -1.10179 -0.03 0.29 -0.19
C -0.79896 4.96157 -1.07017 0.39 -0.54 -0.03
C -2.21782 4.63969 -1.50948 -0.11 0.14 0.00
C 0.62157 3.20178 0.01474 0.50 -0.40 -0.21
C -0.28861 2.98838 1.18996 0.38 10.87 -2.19
N 0.14769 3.73630 2.36624 -0.26 -0.66 -0.54
C 1.47600 3.97530 2.61331 -0.28 -0.01 0.51
C 1.90603 4.33354 3.88024 -0.26 0.06 -0.28
C 0.98825 4.48167 4.91692 -0.13 0.01 -0.07
C -0.36979 4.33912 4.61875 0.01 0.06 0.10
C -0.77755 3.99487 3.34629 0.53 -0.37 -0.10
O 1.76323 2.70966 0.01523 -0.84 0.13 0.19
H 2.52507 4.21970 -3.49301 0.00 0.16 0.05
H 1.66665 5.54407 -2.67644 0.15 -0.07 -0.01
H 2.70713 4.42872 -1.74245 -0.09 0.05 -0.15
H 0.09295 3.69635 -3.15926 0.16 -0.12 -0.02
H 1.18971 2.53194 -2.36938 -0.13 0.22 -0.02
H -0.78828 5.39866 -0.06080 0.05 -0.09 -0.32
H -0.35608 5.69497 -1.76085 -0.14 -0.12 0.32
H -2.73141 5.57532 -1.75280 -0.07 -0.19 0.01
H -2.22150 3.99693 -2.39744 -0.01 0.15 0.17
H -2.78020 4.14432 -0.71007 0.06 -0.02 -0.16
H -1.32361 3.25953 0.93954 0.23 -0.04 0.33
H 2.16788 3.79712 1.79835 -0.24 -0.08 0.05
H 2.97562 4.46515 4.02647 -0.26 0.02 0.04
H 1.32177 4.70563 5.92745 -0.13 0.00 -0.24
H -1.13452 4.47824 5.37967 0.20 0.04 -0.15
H -1.81824 3.86568 3.05069 0.33 0.07 0.17
```
Forces are in eV/Å.

Charge distribution, Löwdin scheme, values in e: -0.14, -0.14, -0.10, 0.01, 0.01, -0.17, -0.03, -0.06, -0.06, -0.06, -0.01, -0.10, 0.12, 0.12, 0.12, 0.12, 0.14, 0.12, -0.11, 0.12, 0.11, 0.11, 0.11, 0.09, 0.15, 0.12, -0.07, -0.20, -0.06, -0.20, -0.08, -0.42, -0.09, 0.00, -0.02, -0.03, -0.04, -0.03, -0.02, 0.04, 0.08, 0.07, 0.08, 0.12, 0.12, 0.12, 0.12, 0.08, 0.08, 0.06, 0.13, 0.13, 0.13, 0.12, 0.12, 0.13

---

No. 3
The following is a DFT calculation (the ωB97M-V functional and the def2-TZVPD basis) of an isolated molecule of C18H17ClN4O3S3 in a non-equilibrium geometry.

Calculated values
**SMILES string**: CCN(c1ccccc1)S(=O)(=O)c1ccc(Cl)c(NC(=O)CSc2nncs2)c1
**E_HOMO**: -8.3 eV
**E_LUMO**: 0.153 eV
**Net charge**: 0

The geometry in XYZ format:
```
46
Properties=species:S:1:pos:R:3:forces:R:3
C 2.88834 1.56677 2.18811 0.13 0.04 -0.20
H 1.89688 1.91685 1.91102 -0.10 0.04 0.01
H 3.34649 2.30506 2.84209 0.01 0.08 0.11
C 3.78065 1.35659 0.96667 0.21 0.12 0.67
N 3.24556 0.43679 -0.01808 0.02 -1.06 0.36
C 2.37415 0.84408 -1.02585 -0.35 0.20 -0.84
C 1.70556 2.06717 -0.98906 0.21 -0.09 0.17
C 0.81305 2.40400 -1.99007 -0.04 0.00 -0.08
C 0.56612 1.53791 -3.04010 -0.07 0.04 -0.06
C 1.24794 0.33357 -3.09572 -0.05 -0.01 0.03
C 2.14839 -0.01041 -2.10633 0.00 0.15 -0.19
H 2.69901 -0.93371 -2.17063 0.02 -0.05 -0.14
H 1.08447 -0.34387 -3.92086 0.00 -0.07 -0.07
H -0.14062 1.80254 -3.81202 -0.05 0.03 -0.07
H 0.29860 3.35233 -1.93839 -0.03 0.08 0.02
H 1.86502 2.75765 -0.17832 0.01 0.05 0.15
S 3.33250 -1.20140 0.33092 -0.14 -0.13 -0.01
O 3.78174 -1.32850 1.68454 -0.08 0.26 0.19
O 4.08464 -1.90115 -0.66879 -0.20 0.03 -0.20
C 1.61522 -1.73346 0.20434 0.35 0.08 0.03
C 0.63474 -0.91841 0.72673 -0.05 0.03 0.16
C -0.70849 -1.25151 0.57618 0.39 -0.11 -0.13
C -1.01680 -2.45444 -0.07475 0.20 0.04 -0.03
C -0.02125 -3.28510 -0.56067 0.04 0.12 0.11
C 1.30848 -2.91818 -0.43364 0.16 -0.03 -0.03
H 2.10384 -3.52655 -0.83182 0.04 -0.12 -0.11
H -0.29197 -4.20577 -1.05303 -0.05 -0.06 -0.03
Cl -2.67133 -2.91180 -0.29678 0.02 -0.07 -0.01
N -1.73544 -0.43002 1.03110 -0.28 -0.43 -0.04
C -1.63023 0.87265 1.40147 -0.46 0.04 0.13
O -0.60595 1.51256 1.46260 0.24 0.23 0.04
C -2.97423 1.50138 1.74723 -0.12 0.13 -0.27
H -3.57191 0.86405 2.39628 0.02 0.04 0.06
H -2.79957 2.47405 2.20580 0.04 -0.13 -0.02
S -3.96660 1.84484 0.25029 0.26 0.36 0.14
C -4.84701 0.36649 0.12480 -0.54 -0.06 -0.41
N -4.63277 -0.68330 0.85858 0.75 1.20 0.24
N -5.45697 -1.68496 0.59693 -0.76 -1.51 0.13
C -6.29940 -1.43760 -0.33073 -0.20 0.64 -0.52
S -6.15922 0.16140 -1.01677 0.54 -0.33 0.69
H -7.03348 -2.13858 -0.66988 -0.21 -0.22 -0.10
H -2.67523 -0.83479 0.99968 0.16 0.24 0.13
H 0.90222 -0.00732 1.23036 -0.05 0.10 0.01
H 3.98487 2.30369 0.46056 0.03 -0.17 -0.05
H 4.73067 0.92796 1.29324 0.01 0.27 -0.02
H 2.79933 0.63044 2.73279 -0.05 0.01 0.08
```
Forces are in eV/Å.

Charge distribution, Löwdin scheme, values in e: -0.07, 0.05, 0.08, -0.23, -0.17, -0.27, -0.02, -0.08, -0.10, -0.07, -0.04, 0.10, 0.11, 0.10, 0.10, 0.10, 0.70, -0.27, -0.28, -0.26, 0.02, -0.20, -0.56, -0.08, -0.05, 0.12, 0.11, 0.75, 0.13, -0.51, 0.07, -0.34, 0.09, 0.09, 0.95, -0.96, -0.12, -0.08, -0.45, 1.00, 0.07, 0.06, 0.10, 0.12, 0.12, 0.07